<a>
Molecular formula: C5H12NO2
Method: DFT, ωB97M-V/def2-TZVPD

Summary:
Orbital gap in eV: 10.23
SMILES string: [NH3+][C@@H](C=O)CCCO
Total charge: +1
E_HOMO in eV: -13.8

Last column: natural (NBO) charge in e.
Element x y z (Å)
N 1.7008 -1.1276 0.8805  -0.685
C 0.2824 -1.0706 0.3357  -0.166
C -0.5233 -2.0037 1.2281  0.423
O -0.0937 -2.3068 2.3124  -0.503
C -0.3550 0.3388 0.6546  -0.404
C 0.0682 1.4640 -0.2761  -0.439
C -0.5773 1.2723 -1.6699  -0.051
O -1.9234 1.6554 -1.6435  -0.737
H 2.3820 -0.8740 0.1624  0.454
H 1.7496 -0.4140 1.6096  0.445
H 1.8037 -2.0090 1.3952  0.470
H 0.2419 -1.2207 -0.7376  0.252
H -1.3878 -2.5143 0.7862  0.177
H -0.1510 0.4333 1.7277  0.217
H -1.4249 0.2384 0.5042  0.259
H 1.1161 1.4818 -0.5855  0.200
H -0.1486 2.4278 0.1802  0.256
H -0.0279 1.8450 -2.4258  0.189
H -0.5013 0.2319 -2.0292  0.145
H -2.2305 2.1518 -2.4095  0.498

<b>
Molecular formula: C5H12NO2
Method: DFT, ωB97M-V/def2-TZVPD

Summary:
Orbital gap in eV: 9.54
Total charge: +1
E_HOMO in eV: -13.0

Last column: natural (NBO) charge in e.
Element x y z (Å)
O 0.8032 -0.2706 2.4581  -0.543
C 1.2322 0.8287 2.7202  0.443
C 2.0486 1.5607 1.8032  -0.537
C 1.4616 1.4473 0.4041  -0.490
C 1.3177 -0.0139 0.1020  -0.066
C 0.1028 -0.5458 -0.2690  -0.145
N -0.3243 -2.0325 -0.1659  -0.697
H 1.1786 1.1625 3.6717  0.142
H 2.3566 2.6421 2.1029  0.267
H 3.1429 1.2126 1.9342  0.272
H 0.5544 2.0533 0.3772  0.239
H 1.8178 2.0932 -0.3588  0.274
H 2.3274 -0.6590 0.2454  0.247
H -0.7617 0.1714 -0.4046  0.235
H -0.5585 -2.4046 -1.0665  0.453
H -0.9397 -2.1279 0.7185  0.475
H 0.4242 -2.6150 0.0487  0.430
H -5.5358 -1.5085 -4.3536  0.474
H -5.5094 -0.0724 -5.0010  0.477
O -5.1384 -0.9218 -4.9668  -0.952

Name the least stable of them. <b>.

<a>
Molecular formula: C18H40GaGeN2O3Si3
Method: DFT, ωB97M-V/def2-TZVPD

Summary:
Orbital gap (spin up / spin down) in eV: 8.56 / 5.75
Multiplicity: 2
Total charge: +2
E_HOMO (spin up / spin down) in eV: -14.1 / -14.2

Last column: natural (NBO) charge in e.
Element x y z (Å)
Ga 1.1216 0.4889 -0.6050  1.517
N -0.5118 -0.6267 -4.6062  -0.853
C 0.8382 -0.9804 -4.9273  -0.207
C 1.8181 0.0090 -4.3528  -0.520
C 1.4319 0.0933 -2.9075  0.836
O 1.5753 -0.9453 -2.1590  -0.729
O 1.0291 1.2057 -2.3836  -0.795
H -1.1591 -1.2792 -4.8865  0.372
H -0.8735 0.1908 -5.1004  0.370
H 1.0463 -1.0190 -6.0234  0.192
H 1.0466 -2.0083 -4.6466  0.214
H 1.6345 0.9969 -4.7944  0.232
H 2.7927 -0.3007 -4.6554  0.268
O 1.6407 2.5458 -0.2694  -0.734
C 2.8733 2.6569 0.5332  -0.115
C 3.6349 1.3285 0.5869  0.236
C 4.8217 1.1752 1.2816  -0.241
C 5.5200 0.0597 1.2626  -0.099
C 4.9364 -1.0827 0.7280  -0.217
C 3.7173 -0.8623 0.0754  0.058
N 3.0597 0.3263 -0.0123  -0.606
H 1.8566 2.9552 -1.0935  0.529
H 2.6272 2.9892 1.5166  0.229
H 3.5956 3.4036 0.0569  0.239
H 5.2520 2.0645 1.6932  0.243
H 6.4956 0.1144 1.7052  0.256
H 5.4701 -2.0492 0.6380  0.272
H 3.1766 -1.6405 -0.5420  0.252
C 1.6144 -1.2090 3.0514  -1.129
Si -0.2050 -1.4905 2.7483  1.426
C -1.6208 -0.9457 3.9716  -1.066
C -0.5176 -3.2996 2.2886  -1.123
Ge -0.8131 -0.0390 0.7414  -0.495
Si -1.9273 2.1399 1.0801  1.540
C -1.6575 3.3484 -0.3261  -1.129
C -0.7158 2.5717 2.4813  -1.085
C -3.6211 1.7836 1.4273  -1.242
Si -2.7168 -1.2952 -0.5895  1.633
C -1.9457 -2.8097 -1.2898  -1.188
C -3.1022 -0.0057 -1.8491  -1.182
C -4.3403 -1.6418 0.2907  -1.155
H 2.0274 -2.2164 3.2078  0.267
H 1.9455 -0.5609 3.8469  0.267
H 2.0092 -0.8504 2.1430  0.226
H -2.4877 -1.5318 3.8791  0.251
H -1.8283 0.0742 3.6470  0.214
H -1.2706 -0.9350 5.0198  0.265
H -0.3120 -3.9403 3.1147  0.263
H 0.0989 -3.5809 1.4122  0.243
H -1.5778 -3.4987 1.9402  0.246
H -0.6414 3.4644 -0.5672  0.246
H -1.9167 4.3212 0.1110  0.267
H -2.3538 3.1745 -1.1654  0.261
H 0.2644 2.6180 2.0596  0.227
H -0.7535 1.8310 3.2703  0.246
H -1.0487 3.5502 2.7751  0.268
H -3.9911 2.4807 2.2119  0.293
H -3.8836 0.8180 1.9383  0.281
H -4.1524 1.8145 0.4765  0.270
H -0.8827 -2.6645 -1.6669  0.274
H -2.6086 -3.1147 -2.1308  0.282
H -1.9861 -3.6607 -0.5595  0.270
H -2.2394 -0.0703 -2.5545  0.268
H -3.1296 1.0450 -1.4919  0.244
H -4.0349 -0.2891 -2.3375  0.272
H -4.2888 -2.2046 1.2617  0.263
H -4.9292 -2.2564 -0.3478  0.272
H -4.9272 -0.7344 0.3676  0.254

<b>
Molecular formula: C18H40GaGeN2O3Si3
Method: DFT, ωB97M-V/def2-TZVPD

Summary:
Orbital gap (spin up / spin down) in eV: 8.89 / 5.91
Multiplicity: 2
Total charge: +2
E_HOMO (spin up / spin down) in eV: -14.6 / -14.7

Last column: natural (NBO) charge in e.
Element x y z (Å)
Ga -3.7769 3.4404 16.9870  1.530
N -3.7334 5.2886 18.1017  -0.896
C -4.9151 5.3510 19.0610  -0.214
C -6.1579 5.5155 18.1841  -0.555
C -6.3549 4.4953 17.0784  0.807
O -6.9493 4.7218 16.0393  -0.563
O -5.6671 3.3320 17.3970  -0.953
H -2.8665 5.2334 18.6178  0.401
H -3.7404 6.2051 17.7288  0.405
H -4.7385 6.2159 19.7399  0.230
H -5.0428 4.4091 19.6153  0.225
H -6.2754 6.5133 17.7958  0.248
H -7.0390 5.3206 18.8300  0.275
O -4.7133 2.3937 15.0883  -0.725
C -4.7277 3.2988 13.9607  -0.122
C -3.7431 4.4452 14.2057  0.260
C -3.5200 5.4602 13.2783  -0.225
C -2.5572 6.3892 13.5542  -0.095
C -1.7444 6.3156 14.6746  -0.218
C -2.1328 5.4059 15.6139  0.056
N -3.1135 4.4816 15.3894  -0.631
H -5.6134 2.3140 15.4170  0.532
H -5.7233 3.7487 13.8871  0.246
H -4.6098 2.7523 13.0469  0.234
H -4.0894 5.3488 12.3426  0.262
H -2.4054 7.2988 12.9547  0.258
H -0.9023 6.9120 14.8560  0.254
H -1.6267 5.3156 16.5608  0.208
C 0.8120 2.5754 17.1809  -1.136
Si -0.4628 1.2552 16.7668  1.390
C 0.1616 -0.4737 17.0484  -1.133
C -0.9712 1.4918 14.9820  -1.122
Ge -2.3266 1.8877 18.2235  -0.451
Si -1.8427 2.4093 20.5458  1.387
C -3.3513 2.1621 21.6964  -1.092
C -1.2329 4.2257 20.5357  -1.111
C -0.5003 1.2332 21.1048  -1.143
Si -3.9821 -0.1395 18.6268  1.674
C -3.7846 -0.7824 16.8984  -1.160
C -5.6097 0.5943 19.1606  -1.187
C -3.2360 -1.2768 19.8874  -1.153
H 1.8278 2.2892 16.9147  0.276
H 0.8749 2.9885 18.2019  0.246
H 0.6732 3.3452 16.4292  0.238
H 0.3987 -0.6316 18.1076  0.254
H 0.9840 -0.6756 16.3614  0.272
H -0.5294 -1.2877 16.8820  0.248
H -0.2387 0.8885 14.3889  0.270
H -0.8781 2.5227 14.7430  0.236
H -1.9681 0.9969 14.9557  0.243
H -3.9547 3.0629 21.4981  0.235
H -2.9482 2.2094 22.7149  0.267
H -3.8627 1.2406 21.6331  0.241
H -1.8182 4.7529 21.3255  0.266
H -1.2063 4.8390 19.6226  0.223
H -0.1979 4.1748 20.8823  0.273
H -0.8047 0.1706 21.0210  0.253
H -0.1299 1.5072 22.1189  0.278
H 0.4047 1.3590 20.5497  0.250
H -3.9339 -0.0425 16.1482  0.257
H -4.4686 -1.6834 16.7889  0.295
H -2.7058 -1.1084 16.9467  0.255
H -5.6141 0.7817 20.2321  0.261
H -6.4125 -0.0843 18.9686  0.281
H -5.8683 1.5521 18.6507  0.291
H -2.2102 -1.5154 19.7475  0.261
H -3.7913 -2.1635 19.7747  0.275
H -3.2850 -0.8149 20.8631  0.258

Name the least stable of them. <a>.

<a>
Molecular formula: C5H12OS
Method: DFT, ωB97M-V/def2-TZVPD

Summary:
Orbital gap in eV: 9.84
SMILES string: CC(C)(C)S.C=O
E_HOMO in eV: -9.1

Last column: natural (NBO) charge in e.
Element x y z (Å)
C 1.2483 -0.6839 -1.1112  -0.634
C 0.9376 0.1609 0.1318  -0.040
C 1.0480 1.6527 -0.0670  -0.634
C 1.8733 -0.3311 1.2718  -0.644
S -0.8592 -0.2778 0.6988  -0.106
H 0.6161 -0.3444 -2.0196  0.201
H 2.2102 -0.4115 -1.4126  0.204
H 1.1668 -1.7994 -1.1641  0.233
H 1.7166 1.8872 -0.8690  0.212
H 1.3356 2.0543 0.8938  0.218
H 0.1084 1.9047 -0.2909  0.220
H 2.8791 0.0432 1.0366  0.220
H 1.5736 0.1058 2.2376  0.216
H 1.7459 -1.4617 1.5228  0.228
H -1.5657 -0.0240 -0.4074  0.101
C -4.0102 -0.6397 -0.0606  0.301
O -4.6036 -0.2337 0.8747  -0.477
H -3.2923 0.0035 -0.6002  0.079
H -4.1287 -1.6053 -0.6655  0.102

<b>
Molecular formula: C5H12OS
Method: DFT, ωB97M-V/def2-TZVPD

Summary:
Orbital gap in eV: 9.35
SMILES string: CSCCCCO
E_HOMO in eV: -8.5

Last column: natural (NBO) charge in e.
Element x y z (Å)
C 0.4411 1.8390 2.0544  -0.736
S -0.1397 0.1284 2.3528  0.149
C 0.8405 -0.7651 1.0750  -0.511
C 0.8033 -0.1649 -0.3379  -0.428
C -0.6040 0.1488 -0.8181  -0.444
C -1.2507 -1.0564 -1.4720  -0.060
O -0.4917 -1.5590 -2.5826  -0.735
H 1.4985 1.8893 2.3047  0.213
H -0.1201 2.4703 2.7468  0.232
H 0.2278 2.0605 1.0156  0.213
H 0.3965 -1.7583 1.0397  0.220
H 1.8183 -0.7713 1.5320  0.218
H 1.2561 -0.8077 -1.0920  0.237
H 1.3966 0.7514 -0.3034  0.201
H -1.2443 0.4897 0.0008  0.223
H -0.5587 0.9530 -1.5455  0.200
H -2.2798 -0.8625 -1.7934  0.169
H -1.2611 -1.9058 -0.7905  0.172
H -0.7286 -1.0795 -3.3864  0.466

Name the least stable of them. <a>.

<a>
Molecular formula: C5H10NO2
Method: DFT, ωB97M-V/def2-TZVPD

Summary:
Orbital gap in eV: 3.06
Total charge: -1
E_HOMO in eV: -3.1

Last column: natural (NBO) charge in e.
Element x y z (Å)
C -0.3026 0.5738 -0.6144  -0.245
N -0.8057 1.9464 -0.3633  -0.486
C -2.1463 1.9710 -0.2761  0.462
O -3.0346 1.1100 -0.5689  -0.656
C 0.4876 -0.1387 0.4479  -0.377
C 1.2410 -1.3055 -0.2643  -0.579
C 0.8851 -1.6437 -1.6232  -0.174
O 0.2592 0.1166 3.4949  -1.220
H -1.0209 -0.0922 -1.0002  0.204
H 0.4725 0.6215 -1.4382  0.181
H 0.3508 0.3840 4.3408  0.391
H -2.4569 2.9823 0.1532  0.090
H -0.1845 -0.4434 1.2757  0.283
H 1.1388 0.6180 0.9744  0.253
H 1.7264 -0.6574 -0.9114  0.252
H 1.7769 -1.8726 0.5692  0.302
H 0.0906 -2.4101 -1.7671  0.155
H 1.5226 -1.7602 -2.4290  0.164

<b>
Molecular formula: C5H10NO2
Method: DFT, ωB97M-V/def2-TZVPD

Summary:
Orbital gap in eV: 6.19
SMILES string: C[C@H](CC=O)NC[O-]
Total charge: -1
E_HOMO in eV: -2.6

Last column: natural (NBO) charge in e.
Element x y z (Å)
C -0.5461 0.5136 2.1046  -0.623
C -0.5408 0.2887 0.5849  -0.038
C 0.4565 -0.7703 0.0772  -0.564
C 0.3617 -2.0912 0.7246  0.457
O 0.4227 -3.1356 0.1341  -0.551
N -0.3562 1.6120 -0.0684  -0.696
C 0.4247 1.7348 -1.3680  0.137
O -0.2908 1.5808 -2.4906  -0.954
H -0.2219 -0.3560 2.6890  0.177
H 0.0278 1.4007 2.3162  0.225
H -1.5718 0.6854 2.4558  0.194
H -1.5061 -0.1222 0.2711  0.164
H 1.4922 -0.3955 0.0709  0.239
H 0.3268 -0.8756 -0.9977  0.263
H 0.2302 -2.0664 1.8229  0.083
H -1.2985 1.9160 -0.2541  0.351
H 1.2503 0.9836 -1.2600  0.061
H 0.8696 2.7454 -1.2766  0.075

Name the least stable of them. <a>.